{
  "formula": "C25H24CeN7O7S2",
  "method": "ωB97M-V/def2-TZVPD",
  "species": ["H", "H", "H", "H", "N", "O", "N", "C", "O", "C", "C", "C", "C", "N", "N", "C", "O", "O", "C", "H", "H", "H", "C", "N", "H", "H", "C", "H", "S", "C", "C", "H", "C", "H", "S", "C", "N", "H", "H", "H", "C", "O", "H", "C", "H", "O", "C", "C", "C", "H", "H", "N", "C", "C", "H", "O", "Ce", "C", "C", "C", "H", "C", "H", "H", "C", "H"],
  "xyz": [[1.796946, 5.115921, 1.069762], [-3.405117, -2.601162, -0.083215], [1.333547, 6.899811, -0.556680], [-4.438368, -0.909337, -2.135569], [0.403248, 1.470138, 1.092510], [2.814574, -0.375845, 3.375287], [0.828338, 0.646306, 2.121510], [-3.968173, 0.295203, 0.993887], [-0.127015, -2.897267, -2.207075], [2.205256, -1.600387, -2.282636], [1.153204, 4.922851, 0.218825], [-3.549011, -0.295009, -4.007473], [-0.239491, 3.340869, -1.049039], [-4.064681, -1.064870, 1.035825], [6.163106, -1.199825, -3.425474], [4.839853, -1.290496, -3.089122], [-3.169245, 0.880049, 0.282109], [0.443682, -1.407585, -0.367509], [-0.481289, 4.408824, -1.954884], [-4.593679, -1.487966, 1.794978], [-0.394692, -4.113197, 5.091669], [-1.254312, -2.357720, 3.560243], [0.604401, 3.636602, 0.080786], [-0.068287, -0.410778, -2.632753], [2.289074, 0.268855, 2.826051], [1.981746, -4.082254, 5.749335], [2.724214, -2.437304, -3.254877], [-0.155011, 6.446709, -2.484255], [0.505863, -1.664624, -1.816688], [2.432694, -2.324263, 4.624828], [1.958036, -1.324067, 3.773513], [-1.125429, 4.197805, -2.797831], [-5.869499, 0.418241, 2.466804], [3.471425, -2.288810, 4.915894], [-1.923277, -0.007007, -4.535943], [-0.216459, -2.363163, 3.865642], [-3.029033, -1.821531, 0.452837], [-5.475651, -0.221152, 3.259025], [2.094849, -3.205764, -3.675275], [-6.555852, -0.144790, 1.830979], [-3.560816, -0.659354, -2.707872], [-4.833120, 1.012045, 1.702682], [6.651256, -0.351788, -3.193733], [2.974005, -0.586334, -1.732724], [1.535978, 2.981970, 1.924535], [-0.770685, 2.181520, -1.257906], [0.051965, -0.375959, 2.410788], [-1.366701, -0.402716, -2.924769], [0.607337, -1.350151, 3.377769], [-2.352382, -2.144875, 1.154588], [-4.375970, -0.154066, -4.669303], [-2.340057, -0.721260, -2.095043], [4.034625, -2.285444, -3.655805], [0.260769, -3.340379, 4.714336], [4.903193, 0.330534, -1.684030], [-1.134343, -0.543898, 1.940135], [-1.008363, 0.149400, -0.294865], [1.596641, -3.318401, 5.089051], [0.889969, 2.671680, 1.095251], [0.893719, 5.921480, -0.685546], [6.462158, -1.664304, -4.265890], [4.286589, -0.437114, -2.126064], [-6.390949, 1.257332, 2.923241], [2.531100, 0.068011, -0.989381], [0.060084, 5.655680, -1.775693], [4.453513, -2.945618, -4.399751]],
  "atomic_forces_ev_per_a": [[0.00, 0.01, 0.03], [0.04, 0.37, 0.10], [0.00, 0.05, 0.01], [-0.15, 0.05, 0.04], [0.62, 1.24, 0.84], [0.17, -0.09, 0.10], [0.57, -0.29, 0.33], [-0.12, -0.18, -0.31], [0.43, -0.07, 0.13], [-0.39, 0.19, 0.36], [-0.04, -0.10, -0.03], [0.44, 0.08, 0.08], [0.33, 0.66, 0.16], [-0.13, -0.39, 0.54], [0.32, 0.04, -0.09], [-0.37, -0.13, 0.15], [-1.11, 0.30, 0.47], [2.47, -2.36, 0.29], [-0.08, -0.30, 0.03], [0.24, 0.17, -0.28], [-0.05, -0.01, -0.03], [-0.02, -0.01, -0.02], [-0.43, 0.07, -0.64], [1.34, -0.23, 0.74], [-0.08, -0.05, -0.02], [0.07, -0.03, 0.05], [-0.21, -0.10, 0.09], [-0.02, -0.04, -0.03], [0.79, -1.44, -2.69], [0.07, 0.01, 0.03], [-0.08, 0.01, 0.08], [-0.02, -0.03, -0.04], [-0.21, -0.07, 0.16], [0.11, 0.01, 0.01], [-0.21, -0.03, 0.54], [-0.02, 0.01, -0.03], [0.06, -0.17, 0.39], [0.05, 0.01, 0.02], [-0.04, -0.11, -0.10], [0.02, 0.03, 0.01], [-0.23, 0.00, -0.27], [0.27, 0.05, -0.15], [0.00, -0.04, -0.08], [0.08, 0.00, 0.13], [-0.04, -0.16, -0.12], [0.14, 0.41, 0.06], [0.16, 0.67, 0.46], [-1.34, -0.47, -1.59], [-0.03, -0.06, -0.10], [-0.41, 0.22, -0.09], [-0.28, 0.01, -0.14], [-0.03, -0.27, -1.32], [0.00, 0.09, 0.10], [-0.22, -0.08, 0.04], [0.04, 0.12, 0.07], [-0.01, -0.28, 0.47], [-2.72, 3.29, 0.93], [0.09, 0.11, -0.07], [-0.21, -0.73, 0.16], [0.15, 0.18, 0.08], [0.04, 0.10, 0.04], [-0.04, -0.03, -0.03], [-0.03, -0.15, -0.03], [0.18, 0.04, -0.01], [0.07, -0.02, 0.06], [0.03, -0.10, -0.09]],
  "de_lowest_kj_mol": 187.58,
  "energy_ev": -85679.412,
  "s_squared": 0.751,
  "total_charge": 0,
  "spin_multiplicity": 2,
  "orbital_gap_ev": [7.05, 7.26]
}

{
  "formula": "C4H4INO2S",
  "method": "ωB97M-V/def2-TZVPD",
  "species": ["H", "C", "H", "C", "H", "O", "C", "C", "S", "N", "I", "O", "H"],
  "xyz": [[0.872115, 0.271003, -2.061633], [0.253330, 0.076851, -1.207858], [-0.822674, 0.544622, 1.701474], [-1.207867, -1.081422, -0.000228], [-1.959893, -1.781613, 0.394870], [2.410938, 1.805939, 1.947993], [-0.414442, -1.175226, -1.076065], [-1.064725, 0.310060, 0.543380], [2.734104, 1.068098, 0.764811], [-0.080921, 0.957830, -0.248773], [-3.001396, 1.342197, 0.160348], [2.554295, -0.321013, 0.799267], [-0.272863, -2.017324, -1.717586]],
  "atomic_forces_ev_per_a": [[0.61, 0.58, 0.08], [-1.07, 1.98, 1.97], [-0.83, -1.00, -2.68], [-1.07, -0.17, 0.80], [0.67, 0.29, -0.29], [0.11, 0.07, -0.14], [-0.50, -0.54, 0.67], [0.36, 0.62, 2.22], [0.02, 2.27, 0.31], [1.17, -1.04, -2.85], [0.72, -0.40, 0.23], [-0.10, -2.35, -0.05], [-0.08, -0.31, -0.26]],
  "de_lowest_kj_mol": 0.00,
  "energy_ev": -28731.960,
  "total_charge": 0,
  "orbital_gap_ev": 8.41
}

{
  "formula": "C42H33BrClN3O8RuS",
  "method": "ωB97M-V/def2-TZVPD",
  "species": ["H", "C", "C", "C", "H", "C", "C", "C", "C", "H", "H", "H", "H", "C", "C", "C", "H", "H", "H", "O", "Ru", "N", "H", "H", "H", "O", "C", "H", "C", "C", "C", "S", "H", "C", "H", "C", "C", "H", "H", "C", "C", "H", "C", "C", "C", "C", "C", "C", "H", "C", "H", "C", "C", "H", "O", "H", "Br", "C", "H", "C", "Cl", "H", "H", "C", "C", "C", "H", "N", "O", "C", "H", "C", "H", "O", "C", "H", "C", "O", "C", "C", "C", "C", "O", "N", "H", "H", "C", "H", "O", "H"],
  "xyz": [[-0.651967, 2.030624, -6.865331], [2.085852, -1.329766, 1.945803], [-0.935402, 4.667402, -7.397530], [1.251395, 2.612640, 0.901403], [-0.785888, 2.846095, -1.385264], [2.132408, -3.662029, -2.247360], [-3.181520, 2.685644, 2.351292], [-0.862505, 4.747675, -4.880293], [-3.135264, 2.432636, 4.724136], [0.543382, -4.880260, -1.463509], [0.110129, 4.956776, -1.817985], [5.035538, -0.064003, 3.113900], [2.093451, -0.310668, -2.108750], [-0.817201, 4.003782, -6.051646], [1.824702, -1.343210, -1.920714], [-4.252255, 3.249690, 4.825585], [0.006747, -1.901858, 1.865152], [-4.727015, 3.930158, 1.535590], [0.335766, -0.388129, 2.737225], [-2.196082, -0.468065, 2.644736], [-0.117222, 0.078355, 0.229095], [0.703173, -1.534762, -1.223452], [-0.508836, 0.006249, -3.794165], [-1.801931, 4.286340, -7.941023], [-2.696650, 1.996417, 5.612382], [-3.647915, -3.029924, -1.027394], [-0.603073, 2.750783, -3.561245], [-0.679834, -2.886271, -0.558929], [2.277696, 3.569874, 1.058870], [-0.490965, 2.181671, -2.206710], [2.988224, -0.486968, 2.598010], [-2.590258, 2.303979, 0.731256], [-0.053135, 4.466146, -8.008138], [0.632224, -1.014822, 1.901818], [0.403404, 6.115868, 2.237322], [1.963550, 4.854087, 1.547885], [-4.234260, -1.785475, 2.325747], [1.934376, -3.187440, 0.895508], [-5.701434, 4.432823, 3.765389], [3.977917, -2.740113, 1.337411], [2.744113, 1.033648, 0.133287], [-1.043335, 5.747001, -7.298675], [2.614228, -2.478773, 1.353616], [0.661956, 5.137360, 1.849241], [4.352691, -0.735383, 2.608721], [0.263977, -2.784607, -1.079082], [-2.586948, 2.145555, 3.481546], [-4.295184, 3.515084, 2.437797], [-4.683973, 3.455120, 5.797995], [-0.457359, 0.466394, -4.771660], [2.917040, 0.016171, -0.181303], [4.842225, -1.852432, 1.955074], [-0.670407, 2.626955, -5.957585], [4.816738, 1.601709, -0.038621], [-2.685934, 3.539126, -0.026931], [3.503113, -2.166402, -2.976708], [3.144106, -5.115451, -2.896327], [-3.662838, -2.447599, 0.058451], [-1.634203, 4.763010, -1.737513], [-0.564097, 1.976165, -4.735878], [6.564879, -2.155678, 1.928270], [0.485338, 0.174951, -5.242261], [-1.739886, 1.481803, 3.380487], [0.943058, -3.884490, -1.591993], [2.588533, -2.370803, -2.438943], [-0.112160, 2.923533, 1.176293], [-0.934227, 6.068935, -2.700684], [-1.027359, 1.902951, 0.893500], [-0.097821, 1.060071, -1.942268], [-0.810451, 5.028552, -2.402637], [-0.981321, 5.824754, -4.938891], [3.591303, 3.187480, 0.697837], [-1.378978, 4.492728, 1.892773], [-3.302886, 1.175041, 0.228640], [3.823120, 1.935218, 0.230997], [4.398360, 3.904155, 0.804501], [-4.701128, -2.602660, 1.133920], [-5.710373, -3.266090, 1.071832], [-0.368171, 4.197449, 1.664464], [-0.764979, 4.148527, -3.633183], [-4.830381, 3.794554, 3.683974], [-2.937785, -1.174725, 1.930624], [-1.641120, -1.158565, -0.119366], [1.513122, 1.344232, 0.449177], [-1.263637, 0.063521, -5.386595], [2.752358, 5.585289, 1.679593], [-2.699692, -1.523119, 0.579494], [4.368026, -3.629230, 0.857563], [-4.811804, -1.659490, 3.382038], [2.605113, 0.390575, 3.110330]],
  "atomic_forces_ev_per_a": [[-0.01, 0.01, 0.02], [-0.24, -0.04, 0.05], [0.01, -0.03, 0.03], [-0.06, -0.02, 0.01], [-0.04, -0.04, -0.08], [0.05, -0.07, -0.02], [-0.07, 0.07, 0.12], [-0.01, 0.06, 0.01], [-0.04, 0.06, 0.00], [-0.01, 0.03, 0.03], [-0.01, 0.00, -0.01], [-0.02, -0.01, -0.01], [0.07, -0.04, 0.10], [0.00, 0.01, -0.04], [-0.11, 0.14, -0.26], [0.01, -0.02, -0.02], [-0.01, -0.15, 0.12], [0.02, -0.02, 0.03], [-0.07, -0.10, 0.17], [-0.24, -0.30, -0.15], [-0.34, -0.37, -0.85], [0.44, 0.04, 0.97], [-0.03, 0.00, 0.03], [0.01, 0.01, 0.00], [-0.01, 0.01, -0.01], [0.02, 0.08, 0.11], [0.06, -0.04, 0.17], [0.02, 0.01, 0.05], [-0.02, -0.06, -0.01], [-0.18, 0.38, -0.13], [0.03, 0.08, 0.16], [0.03, 0.00, 0.02], [-0.01, 0.00, 0.00], [-0.03, 0.55, -0.45], [-0.03, -0.04, -0.02], [0.06, -0.04, -0.01], [-0.01, -0.03, -0.10], [0.07, 0.01, -0.01], [0.00, -0.01, 0.01], [-0.05, -0.02, -0.03], [0.32, -0.02, -0.04], [0.00, -0.01, 0.00], [0.01, -0.06, -0.11], [-0.15, -0.04, 0.02], [-0.02, 0.07, 0.02], [-0.11, -0.18, -0.15], [-0.01, 0.07, -0.01], [0.05, -0.04, 0.04], [0.02, 0.01, -0.02], [-0.02, 0.13, 0.00], [0.06, -0.02, 0.01], [0.01, -0.02, -0.01], [-0.02, -0.02, -0.02], [-0.05, -0.01, -0.01], [0.00, 0.05, 0.01], [-0.02, 0.01, -0.01], [0.05, -0.07, -0.04], [0.03, -0.16, -0.19], [0.01, -0.02, -0.01], [-0.02, -0.15, -0.01], [-0.07, 0.01, 0.00], [0.01, 0.00, 0.04], [-0.09, 0.06, 0.00], [-0.17, 0.06, 0.01], [-0.03, 0.14, -0.07], [-0.21, -0.18, -0.09], [0.01, 0.00, -0.01], [0.88, -0.04, 0.35], [0.08, -0.37, 0.16], [-0.01, -0.06, -0.05], [0.00, -0.03, 0.01], [-0.01, 0.16, 0.08], [-0.04, 0.02, 0.00], [-0.04, 0.00, -0.14], [0.03, -0.23, -0.06], [-0.03, -0.01, 0.00], [-0.08, -0.05, 0.01], [-0.08, -0.03, 0.05], [-0.07, -0.01, -0.01], [0.03, 0.13, 0.04], [0.00, 0.01, 0.04], [0.39, 0.37, 0.23], [-0.60, 0.02, 0.25], [0.09, 0.27, -0.11], [0.02, 0.02, -0.02], [-0.03, -0.03, -0.01], [0.69, 0.18, -0.30], [-0.03, 0.02, 0.01], [-0.10, -0.03, 0.15], [0.03, -0.01, -0.04]],
  "de_lowest_kj_mol": 91.39,
  "energy_ev": -160923.879,
  "s_squared": 0.758,
  "total_charge": -1,
  "spin_multiplicity": 2,
  "orbital_gap_ev": [5.25, 5.15]
}